1.
Density functional theory data (wB97M-V/def2-TZVPD) for a structure of composition C23H17AsN6OOsS3.

For the LUMO energy (spin up / spin down), the calculation gives -6.864 / -8.504 eV. The value obtained for the total energy is -4810.81838 a.u. For the orbital gap (spin up / spin down), the calculation gives 6.79 / 5.73 eV. The calculation puts the energy relative to the best compared isomer or geometry (same formula, charge and spin) at 0.00 kcal per mole. The multiplicity is 5. The charge is +2.

Geometry (Å):
Os  -0.083  -0.153  0.231
S  1.095  -1.110  -1.252
C  0.095  -1.080  -2.616
C  0.662  -1.470  -3.812
C  0.090  -1.069  -5.060
C  0.872  -1.065  -6.182
N  1.598  -0.886  -7.076
C  -1.151  -0.407  -5.059
C  -1.802  -0.059  -3.820
C  -1.173  -0.347  -2.640
S  -1.924  0.128  -1.152
C  -1.688  0.071  -6.241
N  -2.262  0.552  -7.146
H  1.654  -1.963  -3.706
H  -2.790  0.452  -3.901
S  0.214  6.372  3.705
N  -0.076  4.952  4.342
C  0.112  4.032  3.473
C  -0.036  2.584  3.578
C  -0.334  1.910  4.752
C  -0.554  0.518  4.662
C  -0.572  -0.078  3.419
N  -0.234  0.587  2.236
C  0.001  1.935  2.335
C  0.331  2.534  1.057
N  0.428  1.768  -0.055
C  0.826  2.355  -1.266
C  1.235  3.658  -1.334
C  1.038  4.496  -0.269
C  0.709  3.902  0.976
C  0.550  4.615  2.222
N  0.665  5.965  2.271
H  -0.399  2.454  5.674
H  -0.627  -0.154  5.514
H  -0.820  -1.131  3.256
H  0.895  1.658  -2.108
H  1.590  4.027  -2.296
H  1.195  5.595  -0.351
C  1.644  -3.550  1.321
As  -0.236  -3.490  0.973
C  -0.588  -4.260  -0.798
C  -0.801  -4.646  2.383
O  -0.823  -1.787  1.093
H  1.894  -4.394  2.008
H  1.940  -2.623  1.817
H  2.203  -3.529  0.355
H  -1.518  -3.842  -1.156
H  -0.557  -5.354  -0.571
H  0.219  -3.992  -1.463
H  -0.126  -5.560  2.189
H  -1.800  -4.953  2.088
H  -0.780  -4.166  3.401

---

2.
Density functional theory data (wB97M-V/def2-TZVPD) for the molecule CHN5O2.

The SMILES is O=[N+]([O-])c1nnn[nH]1. For the LUMO energy, the calculation gives -1.636 eV. The value obtained for the total energy is -462.81527 a.u. For the orbital gap, the calculation gives 10.20 eV. The calculation puts the energy relative to the best compared isomer or geometry (same formula, charge and spin) at 21.13 kcal per mole. The charge is 0.

Geometry (Å):
O  -1.975  0.923  -0.025
N  -1.503  -0.220  0.038
O  -2.118  -1.258  -0.034
C  -0.080  -0.260  0.064
N  0.653  -1.359  0.008
N  1.939  -0.886  -0.014
N  1.991  0.395  -0.035
N  0.693  0.836  0.021
H  0.400  1.827  -0.022

---

3.
Density functional theory data (wB97M-V/def2-TZVPD) for a cluster of 2 separate species, C3H12N3 in total.

For the LUMO energy, the calculation gives -2.979 eV. The value obtained for the total energy is -285.51280 a.u. For the orbital gap, the calculation gives 11.14 eV. The calculation puts the energy relative to the best compared isomer or geometry (same formula, charge and spin) at 33.01 kcal per mole. The charge is +1.

Geometry (Å):
C  1.801  -0.421  -0.927
N  0.976  2.149  -1.190
C  0.146  1.200  -0.530
N  0.475  -0.013  -0.406
H  1.814  -0.238  -1.999
H  1.907  -1.482  -0.726
H  2.601  0.157  -0.476
H  0.500  2.435  -2.046
H  0.973  3.032  -0.674
H  -0.781  1.637  -0.156
C  -2.121  -0.908  1.695
N  -0.978  -1.653  1.100
H  -1.812  -0.485  2.644
H  -2.380  -0.099  1.013
H  -3.012  -1.513  1.823
H  -0.425  -2.085  1.832
H  -0.323  -0.936  0.484
H  -1.288  -2.402  0.480

---

4.
Density functional theory data (wB97M-V/def2-TZVPD) for a cluster of 2 separate species, CHF2O3S in total.

For the LUMO energy (spin up / spin down), the calculation gives 3.534 / 3.812 eV. The value obtained for the total energy is -862.30777 a.u. For the orbital gap (spin up / spin down), the calculation gives 6.64 / 9.05 eV. The calculation puts the energy relative to the best compared isomer or geometry (same formula, charge and spin) at 75.89 kcal per mole. The charge is -1.

Geometry (Å):
C  -0.427  0.680  -0.217
O  -3.306  -3.144  -0.039
O  -2.164  -3.290  2.155
O  -1.116  -2.002  0.292
F  -0.533  1.288  -1.440
F  -0.933  1.550  0.702
S  -2.042  -3.066  0.706
H  0.617  0.465  0.008

---

5.
Density functional theory data (wB97M-V/def2-TZVPD) for a structure of composition C20H26Cl3O4PTeY.

For the LUMO energy, the calculation gives -2.814 eV. The value obtained for the total energy is -3106.96128 a.u. For the orbital gap, the calculation gives 8.41 eV. The calculation puts the energy relative to the best compared isomer or geometry (same formula, charge and spin) at 29.02 kcal per mole. The charge is +1.

Geometry (Å):
Y  -0.318  0.273  -0.253
C  -4.581  3.305  -0.082
C  -3.652  2.146  0.308
C  -4.463  0.878  0.559
C  -2.582  1.988  -0.751
C  -2.526  0.896  -1.627
C  -1.564  0.838  -2.648
C  -0.629  1.863  -2.817
C  0.369  1.799  -3.937
C  -0.679  2.944  -1.927
C  -1.632  3.004  -0.923
H  -5.367  3.417  0.665
H  -5.053  3.106  -1.046
H  -4.041  4.249  -0.153
H  -3.142  2.414  1.239
H  -5.116  0.654  -0.288
H  -5.100  1.023  1.430
H  -3.825  0.013  0.755
H  -3.296  0.135  -1.596
H  -1.590  0.020  -3.357
H  0.908  0.852  -3.924
H  1.095  2.606  -3.865
H  -0.137  1.880  -4.900
H  0.014  3.766  -2.055
H  -1.661  3.867  -0.270
Cl  2.556  -0.751  5.815
C  1.688  -0.125  4.466
C  1.978  1.151  3.999
C  1.292  1.641  2.907
Cl  1.632  3.192  2.244
C  0.277  0.891  2.286
O  -0.423  1.370  1.267
C  0.050  -0.402  2.770
Cl  -1.119  -1.333  1.865
C  0.742  -0.922  3.844
H  2.730  1.756  4.484
H  0.554  -1.927  4.195
C  3.795  -2.074  2.350
C  3.493  -2.436  0.918
O  2.079  -2.205  0.630
P  1.748  -1.569  -0.794
O  0.231  -1.605  -0.926
Te  2.419  0.725  -0.828
O  2.495  -2.443  -1.870
C  2.284  -3.884  -1.997
C  1.033  -4.217  -2.785
H  4.824  -2.351  2.580
H  3.129  -2.612  3.023
H  3.675  -1.004  2.510
H  3.698  -3.489  0.725
H  4.103  -1.836  0.237
H  2.255  -4.331  -1.003
H  3.174  -4.235  -2.512
H  0.149  -3.836  -2.278
H  0.943  -5.298  -2.881
H  1.085  -3.778  -3.781

---

6.
Density functional theory data (wB97M-V/def2-TZVPD) for a cluster of 14 separate species, C76H177N9O14 in total.

For the LUMO energy, the calculation gives 0.331 eV. The value obtained for the total energy is -4547.53268 a.u. For the orbital gap, the calculation gives 7.68 eV. The calculation puts the energy relative to the best compared isomer or geometry (same formula, charge and spin) at 23.36 kcal per mole. The charge is 0.

Geometry (Å):
C  20.001  -4.854  9.311
C  20.379  -6.130  8.567
C  21.717  -6.740  8.975
O  21.915  -7.771  8.085
C  23.246  -8.337  8.143
N  19.329  -7.122  8.724
H  19.069  -4.417  8.952
H  20.846  -4.166  9.301
H  19.845  -5.077  10.367
H  20.276  -5.829  7.525
H  21.776  -7.049  10.018
H  22.502  -6.030  8.715
H  23.380  -9.270  7.596
H  23.487  -8.562  9.182
H  23.868  -7.620  7.606
H  19.332  -7.140  9.734
H  19.953  -7.897  8.550
C  12.494  -8.178  8.907
C  11.621  -9.476  8.683
C  12.392  -10.644  8.073
O  11.470  -11.666  7.807
C  11.894  -12.953  8.125
N  10.972  -9.814  9.979
H  13.470  -8.279  9.381
H  11.945  -7.439  9.491
H  12.604  -7.744  7.913
H  10.773  -9.370  8.005
H  13.184  -10.842  8.795
H  12.875  -10.302  7.158
H  11.723  -13.009  9.200
H  12.920  -13.237  7.889
H  11.231  -13.715  7.716
H  11.748  -10.140  10.537
H  10.434  -10.658  9.839
C  27.521  -10.101  4.105
C  26.915  -10.564  5.424
C  25.507  -11.189  5.295
O  24.568  -10.161  4.993
C  23.227  -10.543  4.890
N  27.869  -11.440  6.029
H  27.659  -10.885  3.361
H  28.474  -9.573  4.145
H  26.850  -9.400  3.608
H  26.709  -9.756  6.126
H  25.224  -11.749  6.186
H  25.481  -11.932  4.498
H  22.978  -11.098  3.986
H  22.804  -9.542  4.802
H  22.922  -10.865  5.885
H  27.517  -11.728  6.931
H  28.674  -10.877  6.262
C  15.656  -3.661  4.042
C  16.271  -5.054  4.079
C  16.906  -5.357  5.418
C  15.954  -5.487  6.648
C  14.814  -6.455  6.278
C  14.249  -6.391  4.816
N  15.252  -6.067  3.781
O  14.742  -5.997  2.478
C  13.694  -7.837  4.471
C  13.076  -5.391  4.917
C  17.448  -5.240  3.056
H  16.378  -2.959  3.623
H  15.416  -3.233  5.015
H  14.753  -3.623  3.433
H  17.369  -6.343  5.417
H  17.688  -4.611  5.559
H  15.566  -4.499  6.898
H  16.447  -5.869  7.542
H  14.017  -6.220  6.984
H  15.088  -7.473  6.552
H  14.523  -8.545  4.467
H  13.036  -8.307  5.201
H  13.204  -7.933  3.503
H  13.306  -4.461  5.437
H  12.721  -5.042  3.948
H  12.153  -5.828  5.298
H  18.321  -4.611  3.227
H  17.247  -4.906  2.037
H  17.865  -6.244  2.979
H  15.288  -6.573  1.938
C  21.590  -10.837  12.997
C  20.052  -10.589  13.028
C  19.317  -11.896  13.485
C  19.483  -12.126  14.978
C  18.877  -10.891  15.688
C  19.531  -9.565  15.332
N  19.638  -9.461  13.849
O  20.063  -8.211  13.393
C  18.661  -8.410  15.804
C  20.870  -9.340  16.013
C  19.523  -10.380  11.590
H  22.043  -11.485  13.747
H  22.069  -9.874  13.174
H  22.023  -11.176  12.055
H  18.323  -12.137  13.107
H  19.778  -12.817  13.129
H  20.516  -12.240  15.304
H  18.929  -13.005  15.309
H  19.165  -11.099  16.719
H  17.812  -10.881  15.453
H  17.806  -8.396  15.129
H  18.280  -8.463  16.824
H  19.156  -7.490  15.493
H  21.493  -8.596  15.515
H  20.715  -9.085  17.061
H  21.462  -10.255  16.039
H  18.485  -10.049  11.545
H  19.699  -11.336  11.096
H  20.095  -9.613  11.068
H  19.201  -7.853  13.168
C  21.526  -19.117  5.105
C  22.076  -18.379  6.285
C  23.468  -17.735  5.890
C  23.399  -16.464  5.076
C  22.404  -15.468  5.754
C  21.069  -16.020  5.953
N  21.168  -17.280  6.788
O  19.942  -17.747  7.190
C  20.311  -15.024  6.928
C  20.362  -16.114  4.624
C  22.289  -19.348  7.374
H  21.589  -18.546  4.179
H  20.534  -19.557  5.199
H  22.303  -19.879  5.040
H  24.006  -17.424  6.786
H  24.044  -18.494  5.362
H  23.077  -16.574  4.041
H  24.399  -16.041  4.984
H  22.345  -14.446  5.379
H  22.794  -15.138  6.717
H  19.271  -15.246  7.165
H  20.772  -14.791  7.888
H  20.317  -14.111  6.333
H  20.872  -15.857  3.696
H  20.042  -17.148  4.500
H  19.513  -15.430  4.607
H  22.655  -18.900  8.298
H  23.024  -20.092  7.070
H  21.374  -19.885  7.623
H  19.598  -18.086  6.361
C  13.983  -9.858  12.591
C  14.472  -11.338  12.618
C  15.224  -11.496  13.932
C  15.496  -12.949  14.358
C  14.222  -13.798  14.296
C  13.509  -13.769  12.857
N  13.368  -12.328  12.536
O  12.611  -12.146  11.382
C  14.438  -14.541  11.896
C  12.089  -14.437  13.033
C  15.578  -11.518  11.472
H  13.149  -9.787  13.290
H  13.607  -9.619  11.596
H  14.768  -9.183  12.931
H  16.180  -11.013  13.728
H  14.811  -10.830  14.689
H  15.903  -12.969  15.369
H  16.274  -13.361  13.715
H  13.483  -13.471  15.027
H  14.563  -14.821  14.454
H  14.504  -15.607  12.114
H  14.116  -14.349  10.872
H  15.487  -14.253  11.836
H  12.201  -15.301  13.687
H  11.482  -13.715  13.580
H  11.640  -14.635  12.059
H  15.919  -10.555  11.093
H  15.071  -12.037  10.659
H  16.475  -12.084  11.725
H  11.702  -12.142  11.692
C  15.856  -10.578  6.181
C  17.285  -10.680  6.840
C  17.966  -12.021  6.515
C  18.438  -12.125  5.053
C  19.345  -10.936  4.724
C  18.689  -9.547  5.083
N  18.253  -9.561  6.505
O  17.768  -8.360  6.889
C  19.826  -8.560  5.021
C  17.670  -9.195  3.968
C  17.001  -10.598  8.410
H  15.157  -11.272  6.648
H  15.880  -10.721  5.101
H  15.557  -9.552  6.399
H  18.802  -12.184  7.195
H  17.248  -12.824  6.682
H  17.633  -12.156  4.319
H  19.089  -12.998  4.992
H  19.583  -10.935  3.660
H  20.236  -11.105  5.330
H  20.291  -8.564  4.035
H  19.475  -7.559  5.270
H  20.673  -8.807  5.661
H  17.204  -10.070  3.515
H  16.915  -8.471  4.275
H  18.163  -8.785  3.086
H  16.439  -9.739  8.777
H  18.008  -10.557  8.827
H  16.448  -11.465  8.774
H  18.507  -7.914  7.309
C  21.320  -4.033  4.386
C  22.612  -4.810  3.998
C  22.175  -6.260  3.719
C  23.167  -7.075  2.924
C  23.625  -6.333  1.691
C  24.028  -4.847  1.833
N  23.014  -4.181  2.745
O  23.148  -2.822  2.656
C  25.495  -4.722  2.345
C  23.987  -4.196  0.381
C  23.647  -4.783  5.075
H  21.088  -4.106  5.448
H  20.488  -4.366  3.765
H  21.373  -2.955  4.231
H  22.026  -6.680  4.714
H  21.191  -6.348  3.258
H  22.896  -8.119  2.764
H  24.094  -7.178  3.487
H  22.977  -6.560  0.845
H  24.539  -6.880  1.460
H  25.729  -5.137  3.326
H  26.100  -5.132  1.536
H  25.592  -3.656  2.547
H  24.272  -3.145  0.421
H  24.532  -4.779  -0.362
H  22.919  -4.226  0.164
H  24.162  -3.824  5.022
H  24.414  -5.550  4.964
H  23.229  -4.852  6.079
H  22.317  -2.517  2.284
C  15.025  -9.331  0.349
C  16.446  -8.660  0.488
O  16.455  -7.283  0.832
H  14.585  -9.155  -0.633
H  14.303  -8.921  1.054
H  15.051  -10.412  0.486
H  16.931  -8.676  -0.488
H  17.103  -9.211  1.161
H  17.245  -6.856  0.494
C  16.273  -7.530  10.935
C  16.509  -6.848  12.316
O  17.926  -6.644  12.362
H  16.730  -6.909  10.165
H  15.253  -7.808  10.667
H  16.838  -8.460  10.983
H  16.158  -7.456  13.151
H  15.930  -5.927  12.381
H  18.098  -5.718  12.177
C  18.871  -12.044  1.130
C  18.724  -12.136  -0.331
O  19.028  -13.421  -0.813
H  18.015  -12.574  1.546
H  18.893  -11.035  1.542
H  19.712  -12.582  1.569
H  19.370  -11.435  -0.860
H  17.740  -11.768  -0.621
H  19.143  -13.384  -1.766
C  16.923  -14.947  3.057
C  16.828  -16.471  2.870
O  16.816  -16.798  1.413
H  17.843  -14.489  2.694
H  16.666  -14.659  4.077
H  16.073  -14.518  2.526
H  15.940  -16.856  3.372
H  17.677  -17.067  3.204
H  16.606  -17.730  1.316
C  20.014  -7.638  0.751
C  19.942  -6.752  -0.456
O  18.626  -6.322  -0.677
H  19.632  -8.637  0.541
H  19.509  -7.230  1.626
H  21.056  -7.783  1.037
H  20.455  -7.192  -1.312
H  20.580  -5.891  -0.257
H  18.607  -5.904  -1.541